The following is a DFT calculation (ωB97M-V with the def2-TZVPD basis set) of a 2-piece molecular cluster, C7H9O2 overall at a distorted geometry.

CARTESIAN COORDINATES (ANGSTROEM)
1 C 1.589308 -0.092638 1.833768
2 C 1.384376 1.124529 0.908983
3 C 0.350265 0.647001 -0.135356
4 C 0.445276 -0.873466 -0.102224
5 C 1.124979 -1.253103 0.979422
6 C -0.962090 1.111384 0.295925
7 C -3.221790 -1.178723 -3.534756
8 O -3.673477 -2.019907 -2.840980
9 O -2.674079 -0.372143 -4.178723
10 H 2.639347 -0.189535 2.133880
11 H 0.974794 0.018874 2.748934
12 H 1.065890 1.950090 1.547601
13 H 2.324811 1.342874 0.384570
14 H 0.373741 1.090997 -1.141269
15 H -0.047878 -1.478134 -0.865484
16 H 1.321082 -2.274830 1.290613
17 H -1.619836 0.457928 0.896344
18 H -1.394721 1.988802 -0.221246

Force components x, y, z for each atom (eV/Å):
C -0.01 -0.10 -0.24
C 0.90 -0.44 -0.08
C -0.60 0.14 -0.22
C 0.48 0.61 0.21
C -0.12 -0.34 0.10
C -2.33 0.10 0.09
C 0.43 -0.91 0.94
O 0.48 1.62 -1.41
O -0.89 -0.71 0.49
H -0.23 -0.04 0.09
H 0.29 -0.25 -0.34
H 0.01 0.30 -0.63
H -0.15 0.20 0.30
H 1.16 -0.25 0.10
H 0.27 0.00 0.38
H -0.15 0.03 -0.15
H 0.35 0.60 -0.26
H 0.13 -0.57 0.65

Properties
2S+1: 2
Electronic energy: -422.54102 Ha
Net charge: 0